{"formula": "C2H4FNO2", "method": "the ωB97M-V functional and the def2-TZVPD basis", "gap_ev": 10.8, "lumo_ev": 0.56, "smiles": "NC(=O)[C@@H](O)F", "de_lowest_kcal_mol": 10.6, "max_force_ev_per_a": 4.46, "total_charge": 0, "elements": ["N", "C", "O", "C", "O", "F", "H", "H", "H", "H"], "positions_angstrom": [[-1.31741, -0.48353, 0.52457], [-0.12687, 0.00965, 0.92276], [0.07777, 0.13950, 2.15686], [0.79269, 0.46604, -0.28311], [0.66633, -0.55883, -1.24073], [0.07826, 1.59647, -0.79440], [-1.53587, -0.59143, -0.44354], [-1.70569, -1.04092, 1.25987], [1.78142, 0.94245, -0.21884], [1.28938, -0.47939, -1.88344]], "forces_ev_per_angstrom": [[0.776, 0.137, -0.014], [0.692, 0.866, 2.952], [0.626, -0.224, -3.375], [-1.825, 0.408, -1.124], [-2.260, 0.265, 3.836], [0.035, -0.396, 0.120], [-0.124, -0.375, -0.216], [-0.753, -0.099, -0.123], [-0.046, -1.086, 0.883], [2.879, 0.504, -2.938]]}

---

{"formula": "C6H10O", "method": "the ωB97M-V functional and the def2-TZVPD basis", "gap_ev": 10.5, "lumo_ev": 1.10, "de_lowest_kcal_mol": 32.2, "max_force_ev_per_a": 0.48, "total_charge": 0, "elements": ["C", "C", "O", "C", "C", "C", "C", "H", "H", "H", "H", "H", "H", "H", "H", "H", "H"], "positions_angstrom": [[1.88989, 0.86670, -0.01226], [1.17274, -0.45929, 0.09117], [0.55212, -0.66076, 1.38171], [-0.69701, -0.96533, 0.76066], [-1.61045, 0.26816, 0.60889], [-1.21962, 0.33901, -0.88579], [-0.14775, -0.74552, -0.67026], [1.20298, 1.69679, 0.17434], [2.68888, 0.91111, 0.73625], [2.34714, 0.99359, -1.00007], [1.88576, -1.27525, -0.09422], [-1.13299, -1.90168, 1.11305], [-1.22862, 1.09623, 1.20845], [-2.67227, 0.13623, 0.83240], [-2.00922, -0.08223, -1.51382], [-0.94928, 1.31056, -1.30452], [-0.07229, -1.52831, -1.42599]], "forces_ev_per_angstrom": [[-0.038, 0.064, 0.023], [0.279, 0.165, -0.353], [0.069, 0.011, -0.006], [-0.361, -0.287, 0.033], [-0.066, 0.062, 0.151], [0.018, 0.175, -0.174], [0.107, -0.267, 0.194], [0.059, -0.046, -0.051], [-0.137, -0.004, -0.093], [-0.113, -0.048, 0.107], [-0.094, 0.096, 0.024], [0.007, 0.066, 0.034], [-0.024, -0.055, -0.020], [0.124, -0.041, -0.089], [0.065, 0.085, 0.039], [0.134, -0.053, 0.067], [-0.031, 0.076, 0.114]]}

---

{"formula": "C44H59AsCl2N5O2P2S6Ti", "method": "the ωB97M-V functional and the def2-TZVPD basis", "gap_ev": 6.5, "lumo_ev": -3.69, "de_lowest_kcal_mol": 34.3, "max_force_ev_per_a": 1.07, "total_charge": 1, "elements": ["Ti", "S", "As", "S", "S", "S", "C", "S", "C", "C", "C", "N", "P", "C", "C", "C", "C", "C", "C", "C", "C", "C", "C", "C", "C", "P", "C", "C", "C", "C", "C", "C", "C", "C", "C", "C", "C", "C", "H", "H", "H", "H", "H", "H", "H", "H", "H", "H", "H", "H", "H", "H", "H", "H", "H", "H", "H", "H", "H", "H", "H", "H", "H", "H", "H", "H", "H", "O", "H", "H", "Cl", "C", "Cl", "H", "H", "N", "C", "O", "C", "C", "C", "N", "C", "C", "H", "H", "H", "H", "H", "H", "C", "C", "C", "C", "N", "C", "S", "N", "C", "C", "C", "C", "H", "H", "H", "H", "H", "H", "H", "H", "H", "H", "H", "H", "H", "H", "H", "H", "H", "H", "H", "H"], "positions_angstrom": [[1.09934, -0.25171, 0.46104], [1.50223, 0.80691, 4.55357], [1.61916, 1.79028, 2.74445], [-0.24190, 1.16241, 1.48647], [2.98126, 0.46065, 1.38844], [1.98636, 3.76508, 2.35392], [-0.09108, 7.34727, -4.69740], [-0.94446, 7.02298, -3.14672], [-0.06196, 5.52371, -2.65998], [-0.59568, 5.05306, -1.31816], [-0.09052, 3.69857, -0.82495], [-0.10437, 2.54340, -1.79631], [-1.58462, 1.58791, -1.99207], [-2.96993, 2.71028, -1.61861], [-3.66598, 3.41003, -2.60589], [-4.70561, 4.25803, -2.26034], [-5.05464, 4.42398, -0.92636], [-4.38181, 3.71750, 0.06032], [-3.36129, 2.84456, -0.28720], [-1.73639, 1.45100, -3.80564], [-0.92262, 2.11491, -4.71545], [-1.06740, 1.89935, -6.07901], [-2.03150, 1.01728, -6.54487], [-2.84894, 0.34833, -5.64259], [-2.69497, 0.55765, -4.28109], [1.27612, 1.54678, -1.57679], [2.62468, 2.75993, -1.75319], [2.59385, 3.54950, -2.90928], [3.57083, 4.49863, -3.14085], [4.59374, 4.68370, -2.21654], [4.62792, 3.91398, -1.06798], [3.64842, 2.95468, -0.83652], [1.46194, 0.53507, -3.09802], [0.54360, -0.48513, -3.35989], [0.70028, -1.33188, -4.44333], [1.79323, -1.18398, -5.28804], [2.71521, -0.18049, -5.03981], [2.55639, 0.66918, -3.95211], [-0.53295, 8.23835, -5.13882], [-0.21451, 6.51774, -5.39428], [0.96980, 7.53346, -4.53059], [1.00702, 5.73383, -2.60659], [-0.22574, 4.75929, -3.42392], [-1.68006, 5.06658, -1.34847], [-0.31131, 5.77067, -0.54273], [-0.64752, 3.43357, 0.07513], [0.93882, 3.81754, -0.49124], [-3.37897, 3.31308, -3.64459], [-5.22768, 4.80835, -3.03164], [-5.85502, 5.10061, -0.65721], [-4.65706, 3.84359, 1.09954], [-2.84432, 2.28131, 0.48357], [-0.16301, 2.79376, -4.35164], [-0.42619, 2.42134, -6.77783], [-2.14547, 0.84887, -7.60757], [-3.60238, -0.34088, -6.00107], [-3.33054, 0.02354, -3.58143], [1.80062, 3.41739, -3.63228], [3.53148, 5.09980, -4.04015], [5.35512, 5.43184, -2.39371], [5.40735, 4.06135, -0.33251], [3.68191, 2.38743, 0.07810], [-0.32811, -0.59224, -2.72726], [-0.03347, -2.10420, -4.63542], [1.92090, -1.84955, -6.13156], [3.57028, -0.05424, -5.69166], [3.30482, 1.42743, -3.77262], [-0.42990, -1.34972, -0.40275], [-1.14194, -1.62561, 0.29928], [-0.56510, -1.90856, -1.17510], [2.87346, -3.03495, 4.93852], [3.01645, -2.24474, 3.38316], [1.50747, -2.47417, 2.43303], [3.82827, -2.68866, 2.81996], [3.12896, -1.17711, 3.52991], [5.62363, -4.21123, -3.78273], [4.27531, -4.22775, -3.67941], [3.54312, -4.87221, -4.39827], [3.68133, -3.35314, -2.60415], [4.14134, -2.07557, -2.33400], [3.44654, -1.29366, -1.42892], [2.35182, -1.71928, -0.79351], [1.95079, -2.98232, -1.01232], [2.57109, -3.81958, -1.91203], [6.05102, -4.79758, -4.48070], [6.20765, -3.76516, -3.09906], [4.99589, -1.65676, -2.84786], [3.76666, -0.28067, -1.21741], [1.09890, -3.32492, -0.44066], [2.19094, -4.81490, -2.09365], [-6.78330, -1.76025, 3.13094], [-7.04524, -1.87731, 1.63344], [-6.15377, -1.00431, 0.75089], [-4.66589, -1.32367, 0.82341], [-4.05347, -0.72258, 2.00703], [-2.87055, -1.06839, 2.51926], [-1.95825, -2.37041, 1.87697], [-2.41279, -0.40711, 3.57808], [-3.06392, 0.72280, 4.23010], [-4.12194, 0.30000, 5.24629], [-3.56934, -0.56681, 6.37623], [-2.48951, 0.12158, 7.20346], [-7.52211, -2.32585, 3.69820], [-6.84813, -0.71953, 3.46264], [-5.79866, -2.14259, 3.40468], [-8.08547, -1.61397, 1.43016], [-6.93145, -2.92037, 1.32485], [-6.31504, 0.05699, 0.98304], [-6.46220, -1.12469, -0.28948], [-4.14637, -0.95711, -0.06677], [-4.51039, -2.40137, 0.87010], [-4.56020, 0.03279, 2.44225], [-1.49039, -0.67402, 3.89134], [-3.48934, 1.38267, 3.46680], [-2.26927, 1.29679, 4.70403], [-4.92397, -0.24138, 4.73548], [-4.56963, 1.20918, 5.65792], [-3.17965, -1.49913, 5.95700], [-4.39886, -0.85506, 7.02474], [-1.57536, 0.29115, 6.63136], [-2.21882, -0.48161, 8.06947], [-2.83253, 1.09217, 7.56868]], "forces_ev_per_angstrom": [[0.551, 0.886, -0.249], [-0.116, 0.062, -0.006], [-0.006, -0.207, -0.020], [-0.161, -0.295, 0.079], [0.099, -0.103, 0.057], [0.036, 0.051, -0.032], [0.032, 0.010, -0.051], [-0.003, 0.010, 0.003], [0.001, -0.063, -0.030], [-0.004, -0.111, -0.063], [-0.039, -0.126, -0.049], [-0.045, 0.248, 0.168], [-0.061, -0.096, 0.069], [0.144, 0.175, -0.063], [0.139, 0.089, 0.036], [-0.007, 0.038, 0.062], [-0.026, -0.008, -0.050], [-0.015, -0.069, 0.017], [0.067, 0.045, 0.078], [0.052, 0.109, -0.055], [-0.030, 0.021, -0.007], [-0.011, -0.007, 0.006], [0.005, -0.005, -0.001], [0.004, -0.011, -0.001], [-0.002, 0.006, -0.004], [-0.066, -0.378, 0.050], [0.019, -0.022, -0.092], [0.003, 0.027, 0.001], [-0.001, 0.008, 0.005], [-0.009, 0.003, -0.014], [0.004, -0.009, 0.011], [-0.014, -0.016, 0.031], [0.003, 0.000, 0.003], [0.058, -0.089, 0.007], [0.014, 0.004, 0.008], [-0.013, 0.001, 0.000], [-0.003, -0.001, -0.004], [0.013, -0.027, 0.002], [-0.011, 0.001, 0.016], [-0.008, -0.005, 0.011], [-0.003, -0.003, 0.012], [0.014, 0.012, 0.007], [0.001, 0.015, 0.016], [-0.278, -0.101, -0.046], [-0.005, -0.016, -0.007], [-0.051, -0.009, -0.016], [0.015, 0.014, 0.026], [-0.014, 0.000, 0.004], [-0.013, -0.007, 0.003], [0.005, 0.005, 0.003], [-0.001, -0.006, 0.009], [-0.005, -0.003, -0.001], [-0.010, 0.004, 0.008], [-0.001, -0.001, -0.003], [-0.002, -0.001, -0.001], [-0.003, 0.000, -0.001], [-0.003, -0.004, 0.013], [-0.023, -0.002, 0.005], [0.003, 0.002, 0.001], [0.000, 0.001, 0.002], [0.002, 0.003, -0.004], [-0.018, -0.006, 0.016], [0.048, -0.013, -0.036], [-0.005, 0.003, -0.003], [0.005, 0.001, 0.001], [-0.002, -0.001, -0.001], [-0.002, -0.026, -0.007], [-0.264, -0.252, 0.342], [0.057, 0.082, -0.005], [0.160, 0.062, -0.080], [0.012, -0.015, -0.003], [-0.033, 0.014, -0.029], [-0.279, 0.049, -0.129], [0.002, 0.016, -0.005], [-0.005, -0.003, 0.023], [-0.009, 0.058, -0.049], [-0.015, -0.027, 0.013], [0.010, -0.015, 0.017], [0.002, 0.007, -0.016], [0.008, 0.018, 0.021], [-0.017, 0.018, -0.025], [0.016, -0.004, 0.030], [0.024, 0.001, 0.008], [-0.016, 0.008, -0.009], [0.010, -0.009, 0.013], [0.006, -0.025, 0.013], [0.001, -0.007, -0.009], [-0.003, 0.007, -0.003], [-0.004, 0.003, -0.003], [0.005, 0.000, -0.011], [-0.010, 0.005, 0.012], [-0.010, -0.001, -0.010], [-0.012, 0.079, -0.010], [0.009, -0.007, 0.030], [0.132, 0.046, -0.002], [-0.172, -0.033, -0.126], [-0.047, -0.136, 0.034], [0.111, 0.075, 0.066], [0.067, 0.001, -0.028], [-0.011, 0.014, -0.004], [0.001, -0.028, -0.016], [0.005, 0.020, 0.001], [0.000, -0.006, -0.003], [-0.015, -0.003, -0.014], [-0.001, -0.008, -0.006], [0.001, 0.005, 0.002], [0.008, 0.001, 0.003], [0.020, -0.027, -0.005], [-0.001, -0.009, 0.005], [-0.023, 0.019, 0.006], [0.022, -0.014, -0.005], [-0.012, -0.023, -0.007], [-0.010, -0.010, -0.040], [0.001, 0.000, -0.003], [-0.005, 0.014, 0.058], [0.023, 0.021, 0.019], [0.008, 0.003, 0.014], [0.001, 0.001, 0.008], [-0.010, 0.018, -0.005], [0.023, -0.002, -0.008], [0.003, -0.002, -0.010], [-0.011, -0.008, 0.010]]}

---

{"formula": "C24H45NNaO10S5", "method": "the ωB97M-V functional and the def2-TZVPD basis", "gap_ev": 9.0, "lumo_ev": -1.83, "max_force_ev_per_a": 1.02, "total_charge": 1, "elements": ["Na", "C", "C", "C", "S", "O", "O", "C", "H", "H", "H", "H", "H", "H", "H", "H", "C", "C", "C", "S", "O", "O", "C", "H", "H", "H", "H", "H", "H", "H", "H", "C", "C", "C", "S", "O", "O", "C", "H", "H", "H", "H", "H", "H", "H", "H", "C", "C", "C", "S", "O", "O", "C", "H", "H", "H", "H", "H", "H", "H", "H", "C", "C", "C", "S", "O", "O", "C", "H", "H", "H", "H", "H", "H", "H", "H", "N", "C", "C", "C", "C", "H", "H", "H", "H", "H"], "positions_angstrom": [[-0.68432, -0.36534, -0.35896], [-2.47618, -5.15125, 2.48424], [-3.68406, -4.38434, 1.94167], [-3.45828, -2.88352, 2.14655], [-1.68556, -2.68459, 2.38164], [-1.41015, -2.41913, 3.77437], [-1.12251, -1.78910, 1.41024], [-1.24782, -4.37862, 2.05133], [-2.45548, -6.19647, 2.18247], [-2.52080, -5.17417, 3.57895], [-4.62062, -4.67388, 2.41403], [-3.80337, -4.58563, 0.87385], [-3.89314, -2.48752, 3.06170], [-3.70676, -2.25847, 1.29192], [-0.28633, -4.58560, 2.51304], [-1.13622, -4.44783, 0.96507], [-3.46869, 4.16486, -1.75954], [-2.63756, 4.72067, -0.60162], [-2.00140, 3.52734, 0.06952], [-3.17321, 2.17783, -0.04625], [-3.86242, 1.98531, 1.19737], [-2.52927, 1.04358, -0.67101], [-4.25061, 2.96904, -1.24964], [-2.80177, 3.88340, -2.57787], [-4.12891, 4.92354, -2.18166], [-3.28964, 5.26822, 0.08307], [-1.87514, 5.40752, -0.96442], [-1.67294, 3.62589, 1.10065], [-1.14699, 3.14877, -0.49606], [-5.13597, 3.24216, -0.67551], [-4.49923, 2.24862, -2.02417], [2.33543, 2.37306, -4.89212], [3.17301, 2.13358, -3.64328], [2.38897, 2.81753, -2.52920], [0.70103, 2.33644, -2.82460], [-0.14923, 3.49742, -2.78019], [0.36842, 1.18103, -2.03101], [0.96499, 1.82542, -4.53130], [2.76346, 1.89336, -5.77094], [2.24658, 3.43915, -5.11394], [4.18871, 2.52162, -3.70338], [3.24571, 1.05945, -3.44197], [2.40421, 3.88984, -2.74959], [2.70927, 2.70958, -1.49614], [0.10672, 2.14513, -5.11890], [0.95337, 0.73408, -4.50195], [4.50964, -2.56194, 0.92243], [5.28710, -1.42981, 0.24892], [4.23102, -0.40544, -0.14827], [2.89904, -1.40319, -0.81401], [3.04234, -1.50475, -2.24479], [1.65311, -0.97745, -0.23992], [3.41633, -2.96131, -0.07623], [4.00495, -2.16290, 1.80526], [5.16165, -3.39575, 1.16759], [5.80243, -1.77848, -0.64903], [6.02337, -0.97937, 0.91240], [4.48717, 0.33284, -0.90468], [3.82517, 0.10707, 0.72608], [3.83181, -3.54431, -0.89760], [2.55287, -3.45953, 0.35594], [1.54437, 0.89279, 4.64075], [0.70395, 2.15341, 4.80366], [0.41345, 2.71377, 3.41133], [0.71876, 1.38254, 2.25071], [1.97546, 1.60381, 1.57221], [-0.47070, 1.15062, 1.46087], [0.95844, 0.11646, 3.47992], [1.63491, 0.28679, 5.53946], [2.55814, 1.19889, 4.35654], [1.23659, 2.86966, 5.42780], [-0.23443, 1.91336, 5.30345], [1.00494, 3.55794, 3.06303], [-0.64333, 2.96589, 3.33624], [1.56564, -0.68632, 3.06990], [-0.04625, -0.27544, 3.66396], [-0.71837, -2.89659, -2.37955], [-1.74606, -3.42900, -1.64995], [-2.79956, -2.55426, -1.69127], [-2.36380, -1.42624, -2.43826], [-1.09696, -1.68311, -2.89030], [0.13526, -3.38247, -2.59728], [-1.64630, -4.40289, -1.20160], [-3.76123, -2.72523, -1.23677], [-2.91315, -0.53656, -2.69255], [-0.47303, -1.11154, -3.55283]], "forces_ev_per_angstrom": [[0.059, 0.240, -0.072], [-0.042, -0.202, 0.994], [-0.346, 0.075, -0.368], [0.523, 0.209, 0.028], [-0.215, -0.344, 0.761], [-0.027, 0.046, -0.062], [0.329, 0.265, -0.539], [0.069, 0.103, -0.877], [0.005, 0.068, -0.272], [0.018, 0.078, -0.061], [0.082, -0.161, 0.071], [0.078, 0.008, 0.014], [-0.142, -0.016, -0.050], [-0.202, -0.029, 0.035], [-0.128, -0.122, 0.266], [0.082, 0.051, 0.057], [0.105, 0.390, -0.534], [-0.246, 0.246, 0.016], [0.704, -0.594, 0.002], [0.063, 0.433, -0.133], [-0.214, -0.116, 0.282], [0.022, -0.330, -0.112], [-0.052, -0.164, 0.204], [0.038, -0.213, 0.130], [-0.088, -0.024, 0.147], [0.071, -0.046, 0.088], [-0.001, 0.020, 0.012], [-0.291, 0.137, 0.079], [-0.030, 0.214, -0.087], [-0.050, 0.084, -0.135], [-0.062, -0.073, 0.072], [0.006, -0.005, -0.298], [0.274, -0.258, 0.450], [0.305, 0.928, -0.268], [0.250, 0.003, -0.209], [-0.245, 0.108, 0.115], [-0.206, -0.253, 0.252], [-0.463, -0.450, 0.110], [-0.128, -0.089, -0.001], [0.138, 0.018, 0.052], [-0.048, 0.102, -0.091], [0.023, -0.002, -0.081], [-0.094, -0.004, 0.136], [-0.177, -0.490, 0.031], [0.135, 0.255, -0.043], [0.166, 0.020, -0.017], [-0.268, 0.154, -0.361], [0.086, 0.357, -0.162], [-0.343, 0.068, 0.168], [0.672, -0.120, 0.060], [-0.232, 0.079, -0.191], [-0.774, 0.000, 0.141], [0.309, 0.009, -0.100], [0.285, -0.176, 0.241], [-0.140, -0.069, 0.200], [0.063, -0.132, 0.096], [0.027, -0.053, 0.001], [0.199, -0.097, -0.042], [-0.056, 0.025, -0.051], [-0.075, -0.075, 0.016], [-0.035, 0.031, 0.009], [0.688, -0.107, -0.231], [0.243, 0.099, 0.409], [-0.573, 0.090, -0.132], [0.213, -0.191, 0.057], [0.046, 0.193, -0.068], [0.100, -0.006, -0.168], [-0.674, -0.169, -0.193], [-0.194, 0.066, 0.067], [0.006, -0.109, 0.108], [-0.107, 0.083, -0.033], [-0.022, 0.015, -0.038], [0.184, -0.021, 0.250], [0.037, 0.063, -0.220], [0.114, 0.095, -0.083], [0.108, -0.052, 0.240], [0.130, -0.163, -0.070], [0.037, -0.151, -0.235], [0.235, 0.021, 0.284], [-0.212, 0.072, -0.500], [-0.064, -0.133, 0.213], [-0.005, 0.141, 0.016], [-0.060, -0.025, -0.041], [-0.030, 0.139, 0.014], [-0.128, -0.043, 0.127], [0.160, -0.020, 0.107]]}

---

no.,HOMO energy (hartree)
1,-0.3760
2,-0.3442
3,-0.3740
4,-0.3969